# 1
A 2-piece molecular cluster, C2H3Cl2NO overall. Source: the OMol25 dataset; level of theory: wB97M-V/def2-TZVPD.

```
9
Properties=species:S:1:pos:R:3:forces:R:3
C 0.271510 -0.880726 0.887215 -3.90 -2.23 -2.43
C 0.490599 0.155710 -0.236365 -4.09 -1.57 -0.15
N -0.290990 0.227864 -1.338078 2.99 2.95 1.27
O -0.544508 -1.798150 0.665530 2.42 1.77 0.16
Cl 1.728411 1.165737 -0.191976 2.44 1.88 0.33
Cl -1.033825 1.000934 1.676156 0.45 0.25 -0.49
H 0.771876 -0.756364 1.802913 1.29 0.18 0.92
H -1.053618 -0.318306 -1.557270 -1.84 -1.81 0.33
H -0.339456 1.203301 -1.708125 0.23 -1.42 0.05
```
Forces are in eV/Å.

Values from the calculation:
orbital gap: 0.292 hartree
strongest force on any atom: 5.1 eV/Å
2S+1: 1
electronic energy: -1128.3274 hartree
charge: 0
highest occupied orbital energy: -9.436 eV

# 2
A 2-piece molecular cluster, C4H10O overall. Source: the OMol25 dataset; level of theory: wB97M-V/def2-TZVPD.

```
15
Properties=species:S:1:pos:R:3:forces:R:3
C 3.664153 -2.005238 -3.432613 1.86 -1.61 2.76
O 2.719775 -1.629940 -2.381041 0.18 -0.87 -1.70
H 3.767735 -1.290069 -4.259245 -0.32 -0.28 0.23
H 3.382604 -3.067931 -3.735771 0.27 1.69 0.06
H 4.740259 -2.124222 -2.863322 -2.30 0.31 -1.72
H 3.054696 -0.854641 -1.958120 0.31 0.75 0.37
C -2.827625 0.995866 1.017869 0.93 -0.50 0.58
C -2.698608 1.694290 2.470964 2.00 -2.53 -0.28
C -1.637752 1.291741 3.257630 -1.42 -0.40 0.07
H -1.961306 0.193160 0.860139 -2.23 1.33 0.72
H -2.512127 1.741582 0.321036 -0.01 0.76 -0.73
H -3.857237 0.639532 0.610010 1.75 0.43 1.36
H -3.422701 2.449158 2.801160 0.20 -0.53 -0.15
H -1.535268 1.419202 4.375249 -0.26 0.79 -1.46
H -0.876600 0.547516 2.916062 -0.96 0.64 -0.12
```
Forces are in eV/Å.

Values from the calculation:
orbital gap: 0.379 hartree
strongest force on any atom: 3.7 eV/Å
SMILES: C=CC.CO
2S+1: 1
electronic energy: -233.5442 hartree
charge: 0
highest occupied orbital energy: -9.422 eV